No. 1
ORCA calculation (ωB97M-V/def2-TZVPD) on a cluster of 11 separate species, C25H70F6O10P in total in a non-equilibrium geometry.

```
! wB97M-V def2-TZVPD RIJCOSX def2/J DEFGRID3
* xyz -1 1
P -19.709 -13.633 19.456
F -20.272 -14.278 20.837
F -20.056 -15.040 18.684
F -21.259 -13.174 19.133
F -19.274 -12.904 18.099
F -19.475 -12.253 20.255
F -18.235 -14.134 19.734
C -22.312 -13.400 15.754
O -21.341 -12.850 14.881
H -21.918 -13.581 16.760
H -23.137 -12.690 15.846
H -22.752 -14.326 15.358
H -20.512 -13.339 15.017
C -16.818 -12.027 24.193
C -17.937 -11.892 23.203
C -18.965 -10.854 23.610
O -17.323 -11.499 21.964
H -16.141 -12.835 23.908
H -17.222 -12.334 25.166
H -16.261 -11.099 24.309
H -18.409 -12.863 23.019
H -18.485 -9.878 23.715
H -19.421 -11.088 24.575
H -19.750 -10.804 22.852
H -18.028 -11.354 21.323
C -14.569 -10.394 19.439
C -15.528 -9.867 18.414
C -16.848 -10.611 18.435
O -15.707 -8.460 18.668
H -14.321 -11.442 19.265
H -14.945 -10.291 20.458
H -13.628 -9.835 19.377
H -15.061 -10.001 17.429
H -17.616 -10.092 17.861
H -17.214 -10.766 19.448
H -16.685 -11.596 17.988
H -15.923 -8.030 17.836
C -21.259 -19.041 16.748
C -21.188 -17.639 17.290
C -22.496 -16.895 17.168
O -20.797 -17.740 18.662
H -22.144 -19.550 17.137
H -20.402 -19.628 17.093
H -21.252 -19.051 15.660
H -20.414 -17.060 16.770
H -22.841 -16.876 16.131
H -22.372 -15.861 17.507
H -23.271 -17.342 17.793
H -20.633 -16.848 18.987
C -17.171 -14.808 16.734
C -17.920 -15.032 15.438
C -17.970 -16.504 15.083
O -19.262 -14.540 15.626
H -17.108 -13.739 16.926
H -16.138 -15.165 16.671
H -17.702 -15.336 17.523
H -17.480 -14.448 14.631
H -18.388 -17.075 15.919
H -16.961 -16.909 14.951
H -18.556 -16.687 14.184
H -19.561 -14.796 16.509
C -22.215 -19.958 22.836
C -22.001 -18.961 21.722
C -21.497 -17.642 22.242
O -21.081 -19.545 20.792
H -21.292 -20.124 23.397
H -22.536 -20.935 22.466
H -22.996 -19.623 23.524
H -22.959 -18.793 21.205
H -20.598 -17.750 22.852
H -22.252 -17.154 22.870
H -21.282 -16.940 21.433
H -20.976 -18.921 20.052
C -17.294 -17.948 20.061
C -16.308 -17.213 20.942
C -14.989 -16.918 20.204
O -16.884 -16.007 21.449
H -18.225 -18.141 20.590
H -16.909 -18.923 19.754
H -17.523 -17.335 19.184
H -16.080 -17.785 21.844
H -14.745 -15.860 20.275
H -15.025 -17.218 19.152
H -14.153 -17.489 20.622
H -17.426 -15.604 20.757
C -24.194 -14.064 20.692
C -23.851 -12.675 21.144
C -24.854 -12.113 22.123
O -22.585 -12.660 21.800
H -25.210 -14.120 20.280
H -24.117 -14.792 21.502
H -23.529 -14.392 19.888
H -23.780 -12.012 20.269
H -25.852 -12.052 21.674
H -24.614 -11.098 22.438
H -24.939 -12.757 23.003
H -21.942 -13.040 21.189
C -22.017 -9.558 20.223
C -21.143 -8.511 19.560
C -19.661 -8.797 19.799
O -21.442 -8.426 18.175
H -21.754 -9.736 21.270
H -21.860 -10.523 19.726
H -23.077 -9.311 20.159
H -21.361 -7.522 19.975
H -19.420 -8.777 20.863
H -19.095 -7.984 19.330
H -19.338 -9.718 19.320
H -21.121 -9.227 17.723
O -20.332 -10.631 16.674
H -19.773 -11.092 17.309
H -20.727 -11.345 16.149
*
```

Calculated values
F_max ... 2.594 eV/Å
HOMO-LUMO gap ... 9.71 eV
LUMO ... 2.507 eV

=====

No. 2
ORCA calculation (ωB97M-V/def2-TZVPD) on a cluster of 7 separate species, C25H70N6O7 in total in a non-equilibrium geometry.

```
! wB97M-V def2-TZVPD RIJCOSX def2/J DEFGRID3
* xyz 0 1
C 43.263 12.669 30.708
O 44.468 13.312 30.784
C 44.452 14.628 30.075
C 45.915 15.296 30.480
C 45.909 16.076 31.760
N 46.241 16.260 29.444
H 43.206 11.661 30.996
H 42.788 12.511 29.731
H 42.463 13.270 31.203
H 44.604 14.420 29.129
H 43.505 15.177 30.392
H 46.729 14.506 30.700
H 44.969 16.726 31.792
H 46.729 16.928 31.598
H 45.865 15.593 32.543
H 47.097 16.544 29.835
H 45.647 17.066 29.347
C 50.502 15.531 34.923
O 50.435 16.792 34.176
C 50.407 16.813 32.722
C 49.953 18.183 32.246
C 49.890 18.234 30.658
N 50.979 19.091 32.769
H 51.606 14.976 34.860
H 49.903 14.756 34.614
H 50.326 15.708 36.003
H 51.336 16.704 32.320
H 49.939 16.038 32.196
H 48.756 18.396 32.528
H 49.501 19.173 30.138
H 49.076 17.551 30.554
H 50.629 17.704 30.090
H 51.899 18.599 32.527
H 50.991 19.061 33.666
C 40.713 7.646 35.058
O 41.341 8.069 33.848
C 42.665 7.609 33.754
C 43.363 8.216 32.499
C 42.604 8.132 31.245
N 44.590 7.643 32.179
H 39.657 7.837 35.018
H 41.210 7.931 36.009
H 40.843 6.615 34.934
H 43.327 7.656 34.657
H 42.669 6.491 33.686
H 43.670 9.270 32.666
H 41.667 8.601 31.370
H 42.495 7.223 31.068
H 42.925 8.269 30.206
H 45.120 7.280 33.108
H 45.131 8.194 31.717
C 39.260 14.833 34.938
O 39.135 14.694 33.546
C 39.719 15.710 32.642
C 39.595 14.926 31.204
C 40.076 15.919 30.153
N 38.256 14.484 30.972
H 38.442 14.258 35.348
H 38.630 15.766 35.184
H 40.145 14.883 35.190
H 39.117 16.689 32.786
H 40.588 15.929 32.933
H 40.283 13.954 31.028
H 39.761 15.639 29.174
H 41.277 16.031 30.252
H 39.605 16.899 30.053
H 37.714 15.251 30.789
H 37.982 13.873 31.702
C 44.014 22.730 28.125
O 44.592 21.453 28.226
C 45.230 21.418 29.575
C 45.791 20.024 29.746
C 46.962 19.660 28.895
N 44.812 18.908 29.583
H 43.313 23.015 28.784
H 43.842 22.758 27.076
H 44.822 23.442 27.936
H 46.059 22.015 29.741
H 44.547 21.585 30.208
H 46.274 20.083 30.681
H 47.568 18.635 29.081
H 47.769 20.224 29.085
H 46.675 19.492 27.907
H 44.610 18.777 28.776
H 44.005 19.245 30.083
C 47.787 10.965 31.627
O 48.858 11.039 30.645
C 48.389 11.508 29.311
C 49.535 12.381 28.513
C 49.765 13.771 29.055
N 49.074 12.515 27.173
H 47.386 11.960 31.659
H 48.235 10.608 32.650
H 47.076 10.390 31.212
H 47.979 10.693 28.895
H 47.453 12.110 29.492
H 50.543 11.769 28.482
H 50.459 14.467 28.777
H 49.942 13.761 30.039
H 48.651 14.283 28.866
H 48.307 13.341 27.085
H 48.623 11.525 26.798
C 45.673 14.492 26.287
O 46.718 14.523 27.206
H 44.787 13.852 26.673
H 45.895 14.168 25.360
H 45.244 15.481 26.127
H 46.636 15.301 27.702
*
```

Calculated values
F_max ... 14.706 eV/Å
HOMO-LUMO gap ... 8.69 eV
LUMO ... 0.402 eV
SMILES string ... COC[C@H](C)N.COC[C@H](C)N.COC[C@H](C)N.COC[C@H](C)N.COC[C@H](C)N.COC[C@H](C)N.CO